Molecular formula: C16H24AgBrINO2
Method: DFT, ωB97M-V/def2-TZVPD

LUMO energy: -0.32 eV
Total charge: 0
E: -104709.44385 eV
Kohn-Sham gap: 6.7433 eV

Geometry as XYZ:
```
46
Properties=species:S:1:pos:R:3:forces:R:3:mulliken_charge:R:1
Ag 0.523 -4.242 -0.762 -0.2 0.2 0.1 0.465
C 0.664 3.960 -0.710 0.0 0.0 0.0 -2.142
C 1.707 2.841 -0.720 0.0 0.0 0.0 2.170
C 2.572 2.986 0.539 0.0 0.0 0.0 -1.640
C 2.579 3.022 -1.972 0.0 0.0 0.1 -1.640
C 1.063 1.456 -0.746 0.0 0.0 0.0 -0.473
C 1.862 0.326 -0.784 0.0 0.0 0.0 -0.793
C 1.284 -0.928 -0.814 0.1 -0.2 0.0 -0.367
Br 2.530 -2.418 -0.873 0.0 0.3 0.0 -0.273
C -0.103 -1.186 -0.806 0.0 0.0 0.0 1.134
O -0.627 -2.373 -0.820 -0.1 -0.1 0.0 -1.092
C -0.914 -0.003 -0.773 -0.1 -0.1 0.0 -0.398
C -0.317 1.247 -0.743 0.0 0.0 0.0 0.584
C -2.443 -0.128 -0.763 0.0 0.0 0.0 2.078
C -2.894 -0.866 0.510 0.1 0.0 -0.1 -1.678
C -2.918 -0.871 -2.022 0.0 0.0 0.1 -1.668
C -3.133 1.238 -0.760 0.0 0.0 0.0 -2.298
H 1.170 4.927 -0.704 0.0 0.0 0.0 0.441
H 0.030 3.909 0.178 0.0 0.0 0.0 0.393
H 0.028 3.920 -1.596 0.0 0.0 0.0 0.398
H 3.024 3.980 0.577 0.0 0.0 0.0 0.445
H 3.377 2.249 0.562 0.0 0.0 0.0 0.316
H 1.962 2.850 1.435 0.0 0.0 0.0 0.373
H 3.023 4.021 -1.988 0.0 0.0 0.0 0.447
H 1.973 2.897 -2.871 0.0 0.0 0.0 0.379
H 3.389 2.293 -2.008 0.0 0.0 0.0 0.319
H 2.941 0.406 -0.790 0.0 0.0 0.0 0.384
H -0.965 2.111 -0.714 0.1 0.0 0.0 0.576
H -2.454 -1.859 0.550 0.0 -0.1 0.0 0.302
H -3.984 -0.958 0.534 0.0 0.0 0.0 0.455
H -2.577 -0.305 1.394 0.0 0.0 0.0 0.343
H -2.504 -1.875 -2.061 0.0 0.0 0.0 0.276
H -2.601 -0.329 -2.916 0.0 0.0 0.0 0.368
H -4.010 -0.938 -2.032 0.0 0.0 0.0 0.454
H -2.881 1.819 0.130 0.0 0.0 0.0 0.399
H -4.214 1.083 -0.762 0.0 0.0 0.0 0.446
H -2.879 1.821 -1.648 0.0 0.0 0.0 0.429
N -0.635 -3.873 2.931 0.0 -0.1 -0.1 -0.333
C 0.592 -4.220 2.509 -0.1 0.3 0.0 0.814
O 0.778 -4.852 1.476 0.1 -0.2 0.1 -0.704
C 1.740 -3.773 3.375 0.0 -0.3 0.1 -0.905
I 2.423 -5.473 4.497 0.0 0.2 -0.1 0.096
H -1.424 -4.105 2.350 0.0 0.0 0.0 0.229
H -0.790 -3.332 3.760 0.0 0.0 0.0 0.181
H 1.462 -3.008 4.091 0.0 0.0 0.0 0.424
H 2.572 -3.447 2.760 0.0 0.0 -0.1 0.288
```
Forces are in eV/Å.